[1]
The following is a DFT calculation (wB97M-V/def2-TZVPD) of one molecule with the formula H3N2OP.

Last columns: bonded neighbours and bond lengths (Å).
Atoms and positions in Å:
1 N -0.4580 -0.0494 0.0686  N2 1.609, P4 1.593
2 N 0.9496 0.7297 0.0464  N1 1.609, H5 0.972, H6 1.007
3 O -2.8680 -0.4947 -0.0075  P4 1.643, H7 1.014
4 P -1.8248 0.7663 0.1351  N1 1.593, O3 1.643
5 H 0.9162 1.6766 0.2623  N2 0.972
6 H 1.5165 0.3677 0.7951  N2 1.007
7 H -2.1589 -1.1133 -0.3867  O3 1.014

Output
Energy relative to the best compared isomer or geometry (same formula, charge and spin): 112.7 kJ/mol
SMILES: N/N=P/O
HOMO energy: -9.430 eV
Calculated total energy: -527.8452 Eh

---

[2]
The following is a DFT calculation (wB97M-V/def2-TZVPD) of a 2-piece molecular cluster, H3N3O overall.

Last columns: bonded neighbours and bond lengths (Å).
Atoms and positions in Å:
1 N 1.8196 1.1057 0.2210  N3 1.105
2 N -1.6053 0.1927 -0.0952  H5 1.001, H6 1.005, H7 0.989
3 N 2.1008 0.0835 -0.0897  N1 1.105, O4 1.161
4 O 2.1422 -1.0518 -0.3275  N3 1.161
5 H -1.8027 0.2493 0.8848  N2 1.001
6 H -0.6144 0.0280 -0.1123  N2 1.005
7 H -2.0403 -0.6074 -0.4813  N2 0.989

Output
Energy relative to the best compared isomer or geometry (same formula, charge and spin): 89.7 kJ/mol
SMILES: N#[N+][O-].N
HOMO energy: -10.296 eV
Calculated total energy: -241.2394 Eh

---

[3]
The following is a DFT calculation (wB97M-V/def2-TZVPD) of a 2-piece molecular cluster, H3N3O overall.

Last columns: bonded neighbours and bond lengths (Å).
Atoms and positions in Å:
1 N -0.4253 1.3992 0.1003  N3 1.204, H5 0.955
2 N 1.3526 -0.8057 -0.3611  H6 1.044, H7 0.997
3 N -0.7027 0.2707 -0.2163  N1 1.204, O4 1.170
4 O -1.5568 -0.5270 -0.1646  N3 1.170
5 H -1.1887 1.9021 0.3761  N1 0.955
6 H 1.0924 -1.8145 -0.2912  N2 1.044
7 H 1.4285 -0.4248 0.5567  N2 0.997

Output
Energy relative to the best compared isomer or geometry (same formula, charge and spin): 453.7 kJ/mol
HOMO energy (alpha / beta): -9.695 / -10.769 eV
Calculated total energy: -241.1008 Eh

---

[4]
The following is a DFT calculation (wB97M-V/def2-TZVPD) of a 2-piece molecular cluster, H3N3O2S overall.

Last columns: bonded neighbours and bond lengths (Å).
Atoms and positions in Å:
1 N 0.4157 1.2549 -0.0415  N2 1.188, H7 1.080
2 N -0.5838 0.6284 0.0965  N1 1.188, N3 1.437
3 N -1.7499 0.9381 -0.6834  N2 1.437, O4 1.193, O5 1.177
4 O -1.9384 2.0578 -1.0481  N3 1.193
5 O -2.5299 0.0590 -0.7416  N3 1.177
6 S 2.3596 -2.3788 1.5107  H8 1.309, H9 1.435
7 H 0.5183 2.1228 -0.6765  N1 1.080
8 H 1.2321 -1.7256 1.3845  S6 1.309
9 H 2.2763 -2.9565 0.1994  S6 1.435

Output
Energy relative to the best compared isomer or geometry (same formula, charge and spin): 252.1 kJ/mol
SMILES: [H]/N=N\[N+](=O)[O-].S
HOMO energy: -9.714 eV
Calculated total energy: -714.5363 Eh

---

[5]
The following is a DFT calculation (wB97M-V/def2-TZVPD) of one molecule with the formula H3N3O3.

Last columns: bonded neighbours and bond lengths (Å).
Atoms and positions in Å:
1 N 0.4605 0.4052 -0.9689  N2 1.377, N3 1.224
2 N -0.6791 1.1485 -1.1841  N1 1.377, H7 1.022, H8 1.110
3 N 0.6230 -0.3500 -0.0200  N1 1.224, O4 1.221, O6 1.376
4 O 1.5135 -1.1489 0.2264  N3 1.221
5 O -0.3650 -1.4190 1.7957  O6 1.395, H9 1.028
6 O -0.4717 -0.4378 0.8093  N3 1.376, O5 1.395
7 H -1.2924 1.3894 -0.4034  N2 1.022
8 H -0.4171 1.9992 -1.8475  N2 1.110
9 H 0.6283 -1.5866 1.5926  O5 1.028

Output
Energy relative to the best compared isomer or geometry (same formula, charge and spin): 650.7 kJ/mol
HOMO energy (alpha / beta): -6.155 / -10.343 eV
Calculated total energy: -391.3890 Eh
2S+1: 3

---

[6]
The following is a DFT calculation (wB97M-V/def2-TZVPD) of one molecule with the formula H3N3OS.

Last columns: bonded neighbours and bond lengths (Å).
Atoms and positions in Å:
1 N 0.0482 -1.0184 0.0502  N2 1.299, S5 1.656, H6 0.998
2 N 0.9548 -0.6167 -0.7890  N1 1.299, O4 1.220
3 N -0.5366 1.4979 0.8718  S5 1.736, H7 1.077, H8 1.082
4 O 1.2064 -1.2458 -1.8037  N2 1.220
5 S -0.1961 -0.1147 1.4164  N1 1.656, N3 1.736
6 H -0.4028 -1.8632 -0.2312  N1 0.998
7 H 0.2754 1.9459 0.3238  N3 1.077
8 H -1.3492 1.4149 0.1617  N3 1.082

Output
Energy relative to the best compared isomer or geometry (same formula, charge and spin): 297.6 kJ/mol
SMILES: NSNN=O
HOMO energy: -9.413 eV
Calculated total energy: -639.3826 Eh